{
  "formula": "C31H45BN3O3SSbY",
  "method": "ωB97M-V with the def2-TZVPD basis set",
  "symbols": ["Y", "N", "C", "C", "C", "C", "C", "C", "C", "C", "C", "C", "C", "C", "N", "C", "C", "C", "C", "N", "H", "H", "H", "H", "H", "H", "H", "H", "H", "H", "C", "Sb", "C", "C", "H", "H", "H", "H", "H", "H", "H", "H", "H", "C", "C", "C", "S", "O", "C", "C", "C", "H", "H", "H", "H", "H", "H", "H", "H", "H", "H", "H", "H", "H", "H", "C", "C", "C", "O", "B", "O", "C", "C", "C", "H", "H", "H", "H", "H", "H", "H", "H", "H", "H", "H", "H"],
  "xyz": [[-0.219, 0.104, -0.568], [0.286, -10.464, -1.465], [0.276, -9.323, -1.379], [0.231, -7.916, -1.242], [1.156, -7.098, -1.890], [1.083, -5.728, -1.737], [0.091, -5.150, -0.948], [-0.821, -5.980, -0.294], [-0.750, -7.350, -0.429], [0.000, -3.680, -0.820], [-1.211, -3.104, -1.218], [-2.330, -3.791, -1.779], [-3.327, -2.862, -1.946], [-2.797, -1.634, -1.514], [-1.541, -1.761, -1.083], [1.125, -3.026, -0.285], [2.250, -3.673, 0.298], [3.094, -2.689, 0.758], [2.476, -1.475, 0.435], [1.302, -1.653, -0.181], [1.925, -7.533, -2.509], [1.789, -5.086, -2.243], [-1.577, -5.543, 0.340], [-1.453, -7.988, 0.085], [-2.360, -4.830, -2.044], [-4.317, -3.018, -2.326], [-3.283, -0.671, -1.502], [2.393, -4.731, 0.381], [4.034, -2.803, 1.264], [2.865, -0.484, 0.633], [1.520, 4.366, 1.539], [1.878, 2.271, 1.156], [3.430, 2.676, -0.306], [3.352, 2.092, 2.751], [2.472, 4.880, 1.617], [0.970, 4.484, 2.468], [0.942, 4.782, 0.722], [4.085, 3.446, 0.089], [2.994, 3.027, -1.236], [4.017, 1.784, -0.502], [4.082, 2.886, 2.634], [3.860, 1.135, 2.693], [2.886, 2.185, 3.726], [0.701, 0.865, 5.618], [-0.213, -0.356, 5.643], [-1.105, -0.420, 4.408], [-0.084, -0.939, 2.953], [-0.740, -0.259, 1.772], [-0.606, -2.712, 2.843], [-1.942, -2.914, 2.138], [-3.173, -2.899, 3.046], [1.532, 0.745, 6.308], [0.146, 1.755, 5.906], [1.104, 1.015, 4.617], [-0.836, -0.310, 6.538], [0.381, -1.270, 5.695], [-1.501, 0.563, 4.151], [-1.919, -1.125, 4.537], [-0.601, -3.112, 3.855], [0.196, -3.181, 2.270], [-1.900, -3.886, 1.642], [-2.045, -2.147, 1.358], [-3.008, -3.477, 3.956], [-4.013, -3.350, 2.523], [-3.477, -1.891, 3.317], [-4.294, 3.528, -1.033], [-3.622, 2.813, 0.143], [-4.692, 2.330, 1.117], [-2.946, 1.659, -0.401], [-1.593, 1.860, -0.443], [-1.270, 3.037, 0.195], [-2.451, 3.627, 0.793], [-2.494, 5.127, 0.519], [-2.301, 3.386, 2.297], [-4.960, 2.826, -1.530], [-3.558, 3.860, -1.761], [-4.876, 4.379, -0.691], [-5.448, 1.785, 0.560], [-5.161, 3.176, 1.612], [-4.273, 1.655, 1.857], [-2.438, 5.345, -0.542], [-1.647, 5.602, 1.006], [-3.415, 5.547, 0.916], [-2.163, 2.323, 2.486], [-3.157, 3.760, 2.849], [-1.405, 3.901, 2.636]],
  "atomic_forces_ev_per_a": [[1.554, -3.785, 1.279], [0.036, -0.470, -0.065], [0.049, -0.464, -0.060], [0.013, 0.932, 0.148], [-0.097, -0.126, 0.037], [-0.053, 0.187, 0.038], [-0.005, -0.398, -0.021], [0.113, 0.219, 0.041], [0.052, -0.099, -0.093], [-0.235, 0.247, -0.040], [0.169, -0.349, -0.065], [0.233, 0.310, 0.117], [-0.015, 0.091, 0.037], [-0.074, 0.034, -0.034], [0.425, 0.586, -0.055], [0.301, -0.276, 0.066], [-0.302, 0.182, -0.101], [0.040, 0.169, 0.049], [0.220, -0.106, 0.086], [0.243, -0.028, -0.099], [0.028, -0.082, -0.063], [0.069, 0.002, -0.058], [-0.083, 0.006, 0.003], [-0.037, -0.054, 0.031], [-0.032, -0.157, -0.005], [-0.160, -0.043, -0.118], [-0.101, 0.123, 0.031], [0.016, -0.266, 0.026], [0.135, -0.061, 0.045], [-0.013, -0.009, -0.024], [-0.193, -0.474, -0.100], [0.968, 0.836, 0.021], [-0.311, -0.139, 0.141], [-0.455, -0.235, -0.246], [0.162, -0.065, 0.009], [-0.086, 0.012, 0.084], [-0.116, 0.026, -0.078], [0.028, 0.082, 0.075], [-0.041, 0.033, -0.119], [0.045, -0.120, -0.039], [0.010, 0.146, -0.138], [0.045, -0.151, 0.009], [-0.090, -0.011, 0.082], [-0.070, -0.150, 0.050], [0.137, 0.158, -0.098], [0.345, -0.117, -0.160], [-0.488, -0.609, 0.954], [-0.149, 0.517, -1.471], [0.209, 0.409, -0.319], [-0.258, 0.232, 0.079], [0.056, 0.008, -0.167], [0.063, 0.053, 0.026], [-0.011, 0.122, -0.061], [0.135, 0.071, -0.055], [-0.028, -0.212, -0.071], [-0.016, -0.080, 0.149], [-0.002, -0.020, -0.124], [-0.071, -0.005, -0.135], [0.126, 0.043, 0.136], [0.073, 0.048, 0.092], [0.105, 0.109, -0.029], [-0.005, -0.371, 0.111], [0.010, -0.017, 0.074], [-0.093, -0.006, -0.018], [-0.002, 0.074, 0.057], [0.250, -0.252, 0.184], [-0.258, 0.344, 0.013], [0.324, -0.003, -0.265], [-0.528, -0.456, -0.153], [-1.954, 3.242, 0.071], [0.131, 0.654, -0.129], [-0.230, -0.017, 0.365], [0.156, -0.404, -0.059], [0.033, -0.026, -0.364], [-0.074, -0.031, -0.009], [0.042, 0.071, -0.048], [-0.062, 0.124, -0.009], [-0.134, -0.020, -0.034], [-0.107, 0.062, 0.100], [0.039, 0.002, 0.135], [-0.021, 0.009, -0.097], [0.035, 0.094, 0.086], [-0.053, 0.101, 0.068], [-0.096, -0.117, 0.078], [-0.064, 0.014, 0.131], [0.051, 0.098, 0.076]],
  "mulliken_charge": [0.221, -0.479, -0.125, 0.518, -1.034, -0.311, -0.576, -0.068, -1.131, 1.256, 0.138, -0.683, -1.430, -0.332, 0.575, 0.025, -0.539, -1.498, -0.356, 0.051, 0.490, 0.536, 0.430, 0.483, 0.667, 0.514, 0.610, 0.654, 0.500, 0.462, -1.380, 0.229, -1.364, -1.412, 0.577, 0.390, 0.335, 0.415, 0.425, 0.414, 0.476, 0.430, 0.413, -0.766, -0.561, -0.434, 0.257, 0.239, -0.809, 1.564, -1.742, 0.430, 0.337, -0.107, 0.420, 0.261, 0.122, 0.288, 0.748, 0.097, -0.373, -0.519, 0.353, 0.482, 0.341, -2.075, 1.595, -1.899, 0.312, 0.086, 0.242, 1.764, -1.959, -1.758, 0.510, 0.356, 0.418, 0.483, 0.388, 0.252, 0.393, 0.454, 0.378, 0.106, 0.387, 0.425],
  "charge": 1,
  "de_lowest_kj_mol": 48.5,
  "homo_energy_ev": -10.560,
  "orbital_gap_ha": 0.25147
}